(1)
Molecular formula: C31H62FI2N3O10
Method: DFT, ωB97M-V/def2-TZVPD

The value obtained for the total energy is -76999.43209 eV. The calculation puts the HOMO energy at -8.02 eV. The HOMO-LUMO gap comes out at 7.25 eV.

The geometry in XYZ format:
```
109
Properties=species:S:1:pos:R:3:forces:R:3
C -5.087 -4.110 -4.008 0.2 0.9 -0.9
C -4.393 -2.618 -3.923 0.8 -0.2 -0.3
C -2.748 -2.751 -3.642 -2.8 -0.5 1.0
N -2.142 -3.262 -4.892 1.9 1.1 0.1
C -0.731 -2.874 -5.193 -0.4 0.5 -3.1
F -0.642 -3.077 -6.699 -0.4 0.3 3.2
C -0.410 -1.235 -5.084 -1.9 8.1 5.0
N -0.514 -0.013 -4.603 1.1 -11.4 -4.6
C 0.453 -3.831 -4.629 1.4 -0.6 -2.2
C 1.745 -3.536 -5.661 6.6 2.6 -5.1
N 2.755 -3.247 -6.437 -9.4 -2.6 7.2
C 1.012 -3.667 -3.146 1.5 -0.5 1.3
C 0.253 -2.771 -2.043 0.0 0.6 2.0
C -0.629 -3.637 -0.915 -0.7 -1.0 -1.5
O -0.033 -3.623 0.428 -1.3 3.9 0.0
C -0.163 -2.326 1.100 5.3 1.6 4.0
C -1.456 -1.323 1.091 0.1 0.7 -0.8
O 0.903 -1.924 1.846 -6.9 -3.1 -4.8
C 0.063 -5.417 -4.997 -0.2 0.4 0.3
I 1.978 -6.564 -5.015 0.4 1.7 -2.0
C -0.952 -6.118 -3.927 -1.5 0.1 -1.9
C -2.208 -6.747 -4.835 -0.5 0.0 0.3
I 0.135 -7.773 -2.939 -2.8 0.2 1.7
H -4.833 -4.541 -5.071 -0.6 0.7 2.1
H -4.657 -4.861 -3.220 -1.0 1.6 -1.3
H -6.246 -3.952 -3.954 2.2 -0.7 0.1
H -4.483 -2.086 -4.979 0.0 -1.0 2.2
H -4.884 -1.916 -3.115 1.0 -1.6 -1.6
H -2.423 -1.703 -3.252 -0.1 -1.9 -0.9
H -2.670 -3.601 -2.810 0.1 2.1 -1.5
H -2.778 -3.257 -5.725 1.3 0.5 1.0
H 1.136 -4.759 -2.676 -0.3 2.3 -1.1
H 2.135 -3.263 -3.205 -2.6 -0.8 -0.1
H -0.423 -1.896 -2.407 1.4 -1.7 0.3
H 1.101 -2.250 -1.380 -1.8 -1.1 -1.5
H -0.658 -4.784 -1.246 0.2 2.4 0.9
H -1.749 -3.298 -0.857 2.2 -0.4 -0.1
H -1.705 -0.875 2.170 0.9 -1.5 -2.3
H -1.137 -0.372 0.445 -0.5 -2.1 1.3
H -2.425 -1.753 0.597 1.9 0.6 1.1
H -0.368 -5.543 -6.077 0.9 0.6 2.1
H -1.457 -5.369 -3.185 1.4 -1.5 -1.2
H -3.126 -7.024 -4.132 2.1 0.4 -1.4
H -2.630 -5.933 -5.588 1.1 -1.6 1.6
H -1.875 -7.697 -5.456 -0.6 2.0 1.4
C 3.527 2.360 -1.083 0.2 0.1 0.1
O 3.134 3.371 -0.161 -0.4 -0.2 -0.2
C 1.801 3.833 -0.397 0.2 -0.1 0.6
C 0.812 3.208 0.592 -0.1 -0.2 -0.6
O 0.687 1.797 0.383 0.3 0.4 0.2
C 1.441 1.043 1.327 0.0 -0.2 -0.1
H 4.439 1.889 -0.707 -0.1 0.2 0.0
H 2.760 1.589 -1.198 0.0 0.1 0.0
H 3.744 2.814 -2.055 0.0 -0.1 -0.1
H 1.498 3.638 -1.434 0.0 -0.1 0.1
H 1.806 4.916 -0.249 0.0 0.0 0.0
H -0.178 3.644 0.421 0.0 0.0 0.0
H 1.099 3.425 1.628 0.1 0.0 -0.1
H 0.924 1.044 2.293 0.1 -0.1 0.0
H 2.454 1.435 1.450 -0.1 0.1 0.0
H 1.508 0.013 0.967 -0.1 0.3 0.1
C 0.901 8.474 4.564 0.2 0.2 0.0
O 2.180 8.132 5.086 -0.4 -0.4 0.0
C 2.149 6.922 5.850 0.5 0.1 -0.4
C 2.686 5.738 5.040 -0.6 0.0 0.1
O 1.824 5.426 3.940 0.3 0.4 0.0
C 2.318 5.937 2.706 -0.1 -0.2 0.0
H 1.037 9.252 3.808 0.1 -0.1 0.1
H 0.406 7.618 4.097 0.0 0.0 0.1
H 0.272 8.873 5.366 -0.1 0.0 0.0
H 1.136 6.720 6.220 0.1 0.0 -0.1
H 2.797 7.075 6.717 0.0 0.0 0.0
H 2.711 4.854 5.686 0.0 0.0 0.0
H 3.708 5.929 4.692 -0.1 0.1 0.0
H 3.149 5.315 2.358 0.0 0.1 -0.1
H 2.647 6.976 2.794 0.0 0.0 0.1
H 1.511 5.889 1.969 0.0 -0.1 0.2
C 5.079 -6.589 2.493 -0.1 0.0 0.3
O 3.933 -5.967 3.065 0.2 -0.1 -0.5
C 3.292 -5.069 2.156 -0.5 -0.3 0.4
C 2.048 -5.707 1.528 0.5 0.3 -0.5
O 2.399 -6.803 0.677 0.0 -0.2 0.5
C 2.194 -8.063 1.309 0.0 0.1 -0.3
H 5.372 -7.423 3.135 -0.1 0.1 0.0
H 4.878 -6.976 1.491 0.0 0.1 0.0
H 5.905 -5.872 2.454 0.1 0.0 -0.1
H 3.993 -4.728 1.384 -0.1 -0.1 0.0
H 2.982 -4.195 2.734 0.0 0.0 -0.1
H 1.552 -4.961 0.898 0.2 -0.2 0.2
H 1.335 -6.023 2.299 0.1 0.0 0.0
H 1.124 -8.294 1.330 0.0 -0.1 0.1
H 2.595 -8.081 2.326 0.0 0.1 0.0
H 2.707 -8.828 0.720 -0.1 0.2 0.0
C -4.520 9.004 2.670 0.2 0.1 0.0
O -3.241 8.661 3.191 -0.3 -0.4 0.0
C -3.272 7.452 3.955 0.5 0.1 -0.4
C -2.736 6.268 3.145 -0.6 0.0 0.1
O -3.598 5.956 2.046 0.4 0.4 0.0
C -3.103 6.467 0.811 -0.2 -0.2 0.0
H -4.384 9.781 1.913 0.1 -0.1 0.1
H -5.015 8.148 2.202 0.0 0.0 0.1
H -5.149 9.403 3.471 -0.1 0.0 0.0
H -4.285 7.250 4.325 0.1 0.0 -0.1
H -2.625 7.605 4.822 0.0 0.0 0.0
H -2.711 5.384 3.791 0.0 0.1 0.0
H -1.713 6.458 2.798 -0.1 0.1 0.0
H -2.272 5.844 0.463 0.1 0.1 -0.1
H -2.774 7.505 0.899 0.0 0.0 0.1
H -3.910 6.419 0.074 0.1 -0.1 0.2
```
Positions in Å, forces in eV/Å.

***

(2)
Molecular formula: C25H31N3O3
Method: DFT, ωB97M-V/def2-TZVPD

The value obtained for the total energy is -37042.17225 eV. The calculation puts the HOMO energy at -8.28 eV. Its structure (SMILES) is CC1CCN(C(=O)C[C@H]2C(=O)NCCN2Cc2cccc(Oc3ccccc3)c2)CC1. The HOMO-LUMO gap comes out at 9.06 eV.

The geometry in XYZ format:
```
62
Properties=species:S:1:pos:R:3:forces:R:3
C -7.520 -2.123 0.226 0.2 0.1 -0.3
H -7.387 -2.116 1.306 0.0 0.0 0.1
H -7.826 -3.122 -0.074 -0.1 -0.1 0.0
H -8.319 -1.428 -0.025 -0.1 0.1 0.0
C -6.224 -1.726 -0.473 -0.1 0.0 0.4
C -5.096 -2.704 -0.139 0.0 0.2 -0.4
C -3.790 -2.262 -0.795 0.2 -0.5 0.2
N -3.449 -0.915 -0.379 -0.2 -0.2 -0.3
C -2.410 -0.734 0.462 0.1 0.4 0.2
O -1.689 -1.659 0.804 0.3 -0.2 0.2
C -2.137 0.683 0.940 -0.1 -0.1 0.0
C -1.533 1.599 -0.155 -0.3 -0.2 0.1
N -0.085 1.566 -0.060 0.0 0.2 -0.1
C 0.550 2.797 -0.468 0.0 0.3 0.2
H 1.630 2.672 -0.371 0.0 0.1 0.0
H 0.317 3.066 -1.516 0.1 0.0 0.0
C 0.075 3.906 0.458 0.4 -0.2 -0.1
N -1.359 4.005 0.340 0.1 0.4 0.1
C -2.163 2.978 0.032 0.0 0.1 -0.1
O -3.369 3.122 -0.081 -0.3 -0.1 0.0
H -1.810 4.892 0.510 -0.1 -0.2 0.0
H 0.525 4.863 0.182 0.0 -0.1 0.0
H 0.361 3.663 1.488 0.1 0.1 -0.1
C 0.507 0.398 -0.705 0.0 0.0 0.1
C 1.809 0.062 -0.032 0.1 -0.1 -0.1
C 3.025 0.439 -0.578 0.3 -0.1 0.0
C 4.214 0.155 0.086 -0.4 -0.1 0.3
C 4.185 -0.500 1.311 0.3 0.2 -0.1
C 2.969 -0.888 1.845 -0.1 0.0 0.0
C 1.787 -0.614 1.182 0.0 0.0 0.0
H 0.841 -0.934 1.589 -0.2 0.0 0.1
H 2.950 -1.408 2.791 0.0 0.0 0.1
H 5.107 -0.700 1.836 0.0 0.0 0.0
O 5.372 0.623 -0.484 0.0 0.2 -0.1
C 6.538 -0.084 -0.355 0.5 -0.2 0.0
C 7.723 0.645 -0.344 -0.4 0.0 0.0
C 8.937 -0.011 -0.278 0.0 -0.1 0.0
C 8.981 -1.395 -0.222 0.1 -0.1 0.0
C 7.802 -2.120 -0.246 0.1 0.0 0.0
C 6.581 -1.474 -0.315 -0.3 0.1 -0.1
H 5.662 -2.042 -0.347 0.0 0.0 0.0
H 7.829 -3.199 -0.215 0.0 -0.1 0.0
H 9.931 -1.905 -0.166 0.1 0.0 0.0
H 9.852 0.561 -0.267 0.1 0.1 0.0
H 7.671 1.722 -0.389 0.0 0.1 0.0
H 3.075 0.949 -1.529 0.0 0.1 -0.1
H 0.656 0.571 -1.784 0.0 0.0 0.0
H -0.171 -0.444 -0.577 0.0 0.0 -0.1
H -1.878 1.257 -1.149 0.0 0.1 0.1
H -3.053 1.124 1.332 0.0 0.0 -0.1
H -1.407 0.617 1.748 -0.1 0.0 -0.1
C -4.462 0.051 -0.741 -0.3 0.4 0.2
H -4.171 1.064 -0.469 0.1 -0.1 -0.1
C -5.790 -0.314 -0.074 0.1 -0.1 -0.4
H -6.549 0.413 -0.364 -0.1 0.1 0.0
H -5.671 -0.266 1.011 0.0 0.0 0.1
H -4.586 0.015 -1.830 0.0 0.1 0.0
H -2.969 -2.919 -0.504 -0.1 0.1 -0.1
H -3.893 -2.275 -1.886 0.0 0.0 0.0
H -5.352 -3.709 -0.481 0.0 -0.1 0.0
H -4.954 -2.740 0.943 0.0 0.0 0.1
H -6.391 -1.744 -1.557 0.0 0.0 0.0
```
Positions in Å, forces in eV/Å.

***

(3)
Molecular formula: C35H25BrF6IrN3O3PS2Te
Method: DFT, ωB97M-V/def2-TZVPD

The value obtained for the total energy is -174751.46115 eV. The calculation puts the HOMO energy (spin up / spin down) at -7.20 / -7.16 eV. The spin multiplicity is 2. The HOMO-LUMO gap (spin up / spin down) comes out at 6.58 / 4.71 eV.

The geometry in XYZ format:
```
78
Properties=species:S:1:pos:R:3:forces:R:3
Ir 0.135 0.164 -0.458 -4.0 1.6 2.2
F -1.929 6.508 0.144 0.0 -0.1 0.0
C -2.073 5.168 0.076 -0.2 0.2 0.0
F -2.760 4.916 -1.056 0.1 0.0 0.1
F -2.858 4.815 1.105 0.1 -0.1 0.0
C -0.736 4.482 0.070 0.1 -0.2 -0.1
C 0.430 5.221 0.126 -0.1 -0.1 0.0
C 1.656 4.581 -0.014 -0.1 0.0 0.0
C 1.656 3.221 -0.246 0.4 0.0 -0.1
N 0.542 2.500 -0.259 0.1 -1.0 -0.2
C -0.649 3.081 -0.075 0.2 0.4 0.0
S -1.998 2.023 -0.029 0.3 -1.2 -0.2
H 0.378 6.294 0.254 0.0 0.0 0.0
H 2.583 5.133 0.024 0.0 0.0 0.0
H 2.576 2.679 -0.439 -0.1 0.0 0.0
O -3.973 -4.738 0.287 0.1 -0.2 0.0
C -3.118 -3.713 0.161 0.2 0.3 0.0
C -3.510 -2.378 0.265 0.0 -0.1 0.0
C -2.556 -1.396 0.134 -0.3 0.0 0.1
N -1.272 -1.658 -0.124 1.3 0.9 -0.4
C -0.907 -2.932 -0.232 0.5 -0.2 -0.2
Br 0.898 -3.267 -0.634 -0.2 -0.1 0.0
C -1.780 -3.993 -0.091 -0.2 -0.1 0.1
H -4.858 -4.422 0.498 0.0 0.1 0.0
H -4.545 -2.112 0.435 0.0 0.0 0.1
H -2.822 -0.354 0.239 0.0 0.0 0.0
H -1.442 -5.013 -0.183 0.0 0.0 0.0
F 0.691 0.848 4.348 0.0 -0.1 0.0
C 0.668 -0.460 4.023 0.0 0.1 0.0
F -0.514 -0.957 4.441 0.0 0.0 0.0
F 1.624 -1.060 4.740 -0.1 0.0 -0.1
C 0.848 -0.657 2.478 0.2 -0.3 0.7
O 1.732 -1.411 2.115 -0.3 0.1 0.0
O -0.010 0.029 1.838 0.8 0.2 -1.4
N 2.040 -0.197 -0.589 0.9 0.2 -0.4
P 3.545 -0.242 -0.253 -1.9 -0.1 -0.4
C 4.249 -1.912 -0.370 0.3 0.3 0.1
C 4.193 -2.773 0.723 0.0 0.0 0.0
C 4.653 -4.075 0.591 0.0 -0.1 0.0
C 5.144 -4.525 -0.628 0.0 0.1 0.0
C 5.197 -3.665 -1.715 0.0 -0.1 -0.1
C 4.756 -2.356 -1.588 0.0 0.0 0.1
C 4.134 0.444 1.332 0.2 -0.2 -0.2
C 3.323 1.343 2.013 0.0 -0.1 0.0
C 3.746 1.887 3.215 0.0 0.1 0.0
C 4.989 1.548 3.732 0.0 0.0 0.0
C 5.806 0.663 3.045 0.1 0.0 0.1
C 5.383 0.108 1.846 -0.1 0.1 0.1
C 4.389 0.794 -1.509 0.0 -0.2 0.1
C 5.723 1.174 -1.407 -0.1 0.0 -0.1
C 6.274 2.018 -2.361 0.1 0.0 0.1
C 5.498 2.477 -3.415 0.0 0.1 -0.1
C 4.171 2.087 -3.530 0.0 0.0 0.1
C 3.614 1.253 -2.572 0.1 0.0 -0.1
H 3.769 -2.424 1.656 0.0 0.0 0.0
H 4.628 -4.748 1.438 -0.1 0.0 0.0
H 5.484 -5.547 -0.732 0.0 0.0 0.0
H 5.587 -4.015 -2.662 0.0 0.0 0.0
H 4.801 -1.675 -2.430 0.0 0.0 0.0
H 2.349 1.586 1.605 0.0 -0.1 0.1
H 3.104 2.569 3.757 0.0 0.0 0.0
H 5.315 1.968 4.674 0.0 0.0 0.0
H 6.775 0.402 3.453 0.0 0.0 0.0
H 6.020 -0.595 1.323 0.0 0.0 0.0
H 6.329 0.818 -0.584 0.0 0.0 0.0
H 7.307 2.330 -2.277 0.0 0.0 0.0
H 5.926 3.148 -4.149 0.0 0.0 0.0
H 3.564 2.438 -4.355 0.0 0.0 0.0
H 2.574 0.955 -2.621 0.0 0.0 0.0
Te -1.520 0.569 -2.584 1.3 -0.2 0.1
C -0.540 0.381 -4.432 -0.2 0.2 0.0
C 0.531 -0.411 -4.747 0.1 -0.1 0.2
C 0.826 -0.412 -6.131 0.0 0.0 -0.1
C -0.010 0.394 -6.843 -0.2 0.2 0.0
S -1.174 1.153 -5.843 0.2 -0.3 0.1
H 1.073 -0.984 -4.006 0.0 0.0 0.0
H 1.617 -0.995 -6.578 0.0 0.0 0.0
H -0.009 0.591 -7.903 0.1 0.0 0.0
```
Positions in Å, forces in eV/Å.

***

(4)
Molecular formula: C24H35N3O4
Method: DFT, ωB97M-V/def2-TZVPD

The value obtained for the total energy is -38119.69283 eV. The calculation puts the HOMO energy at -9.08 eV. Its structure (SMILES) is C[C@H](NC(=O)[C@@H]1Cc2ccccc2CN1C(=O)OC(C)(C)C)C(=O)NC1CCCCC1. The HOMO-LUMO gap comes out at 9.62 eV.

The geometry in XYZ format:
```
66
Properties=species:S:1:pos:R:3:forces:R:3
C 2.139 3.140 0.985 0.0 0.0 -0.1
H 1.692 2.397 1.638 0.0 0.0 0.1
H 1.422 3.947 0.841 0.0 0.1 0.0
H 3.032 3.538 1.460 0.1 0.1 0.0
C 2.514 2.528 -0.363 0.2 0.0 0.3
N 1.337 2.036 -1.076 0.2 0.2 -0.3
C 0.368 1.255 -0.572 -0.1 -0.1 -0.5
O 0.400 0.743 0.534 -0.1 -0.1 0.3
C -0.830 1.025 -1.510 -0.1 -0.3 -0.1
N -1.871 0.354 -0.771 0.0 0.2 -0.1
C -1.916 -1.005 -0.798 -0.1 0.2 -0.2
O -1.232 -1.671 -1.543 0.2 -0.3 -0.1
O -2.844 -1.461 0.056 0.0 0.2 0.1
C -3.082 -2.881 0.191 -0.1 -0.7 0.0
C -4.178 -2.971 1.253 0.3 0.2 -0.3
H -4.437 -4.011 1.433 0.0 -0.1 0.0
H -5.065 -2.437 0.921 -0.1 0.0 0.0
H -3.834 -2.525 2.182 0.0 0.0 0.1
C -3.570 -3.468 -1.133 0.2 0.3 0.1
H -2.795 -3.381 -1.889 0.0 -0.1 0.0
H -3.819 -4.517 -0.999 -0.1 -0.1 0.0
H -4.456 -2.936 -1.474 -0.1 0.0 0.0
C -1.814 -3.586 0.669 -0.1 0.3 -0.2
H -1.447 -3.118 1.580 0.0 0.0 0.1
H -2.026 -4.633 0.868 -0.1 -0.1 0.1
H -1.042 -3.518 -0.092 0.1 -0.1 0.0
C -2.596 1.104 0.240 -0.4 -0.2 0.4
C -2.236 2.562 0.278 0.1 0.1 -0.1
C -2.462 3.299 1.432 0.0 0.0 -0.1
C -2.157 4.648 1.477 0.0 0.0 0.1
C -1.616 5.273 0.366 0.0 0.1 0.0
C -1.379 4.543 -0.785 -0.1 0.0 0.0
C -1.694 3.194 -0.838 -0.1 0.1 0.0
C -1.402 2.344 -2.039 0.0 -0.1 0.1
H -0.717 2.846 -2.723 0.0 0.0 0.0
H -2.322 2.126 -2.588 0.1 0.0 -0.1
H -0.948 5.023 -1.652 0.1 0.0 -0.1
H -1.370 6.324 0.400 0.0 0.1 0.0
H -2.335 5.210 2.381 0.0 0.0 0.1
H -2.876 2.810 2.302 0.0 -0.1 0.1
H -2.409 0.659 1.223 -0.1 0.1 -0.1
H -3.671 1.004 0.035 0.1 0.0 0.1
H -0.524 0.349 -2.318 0.0 0.2 0.1
H 1.252 2.326 -2.036 -0.1 0.0 0.1
C 3.594 1.432 -0.204 -0.5 0.6 -0.2
O 4.719 1.599 -0.633 0.4 0.0 -0.1
N 3.170 0.342 0.438 -0.2 -0.5 0.3
H 2.198 0.288 0.724 0.0 0.2 -0.1
C 3.980 -0.852 0.585 0.6 -0.1 0.0
C 4.126 -1.578 -0.759 -0.2 0.2 0.0
C 2.789 -2.140 -1.229 0.2 -0.3 0.1
C 2.218 -3.093 -0.185 -0.2 0.2 -0.1
C 2.028 -2.367 1.143 0.2 -0.2 0.0
C 3.350 -1.772 1.629 -0.1 0.2 0.0
H 3.191 -1.216 2.556 0.1 0.0 0.1
H 4.051 -2.582 1.840 0.0 0.0 0.0
H 1.648 -3.060 1.896 -0.1 0.1 0.0
H 1.281 -1.581 1.015 -0.1 0.0 0.0
H 1.262 -3.485 -0.533 0.0 -0.1 0.0
H 2.901 -3.936 -0.048 0.0 -0.1 0.0
H 2.922 -2.663 -2.178 -0.1 0.1 -0.1
H 2.079 -1.327 -1.395 -0.1 0.1 -0.1
H 4.844 -2.392 -0.639 0.1 0.0 0.0
H 4.529 -0.878 -1.492 0.1 0.0 0.0
H 4.976 -0.529 0.915 -0.2 -0.1 0.0
H 2.960 3.302 -0.995 0.0 -0.2 0.1
```
Positions in Å, forces in eV/Å.